(1)
116
Properties=species:S:1:pos:R:3 method="wB97M-V/def2-TZVPD" charge=-1 largest_force_ha_per_bohr=0.06345 spin_multiplicity=1 e_tot_ha=-2003.8508
C -16.575 -9.482 -8.121
O -17.115 -10.760 -7.940
H -15.527 -9.527 -7.823
H -16.578 -9.252 -9.186
H -17.058 -8.753 -7.470
C -23.222 -7.647 -5.303
C -23.211 -8.910 -4.389
C -24.563 -9.307 -3.725
O -25.005 -8.251 -2.854
C -26.211 -8.543 -2.221
N -22.689 -9.994 -5.196
H -22.320 -7.548 -5.908
H -23.433 -6.781 -4.676
H -24.048 -7.669 -6.014
H -22.540 -8.834 -3.533
H -24.501 -10.260 -3.199
H -25.348 -9.430 -4.470
H -26.150 -9.567 -1.852
H -27.099 -8.404 -2.837
H -26.417 -7.824 -1.429
H -23.269 -10.068 -6.020
H -21.763 -9.794 -5.544
C -13.284 -12.935 -1.919
C -14.751 -12.989 -2.272
C -15.519 -11.799 -1.777
O -16.878 -12.178 -1.712
C -17.681 -11.326 -0.936
N -14.827 -13.005 -3.725
H -12.900 -12.013 -2.356
H -12.772 -13.788 -2.365
H -13.093 -12.923 -0.845
H -15.110 -13.934 -1.865
H -15.377 -10.891 -2.363
H -15.285 -11.603 -0.730
H -17.783 -10.388 -1.481
H -17.252 -10.976 0.003
H -18.636 -11.843 -0.837
H -15.463 -12.272 -4.004
H -13.890 -12.678 -3.913
C -22.309 -13.683 -11.580
C -22.764 -12.953 -10.375
C -24.242 -12.583 -10.609
O -24.774 -11.736 -9.599
C -26.072 -11.195 -9.836
N -22.675 -13.885 -9.223
H -22.365 -13.081 -12.487
H -22.663 -14.703 -11.729
H -21.223 -13.734 -11.494
H -22.130 -12.080 -10.223
H -24.762 -13.529 -10.759
H -24.436 -12.177 -11.602
H -26.531 -10.783 -8.937
H -26.735 -11.996 -10.163
H -26.081 -10.401 -10.582
H -23.191 -14.725 -9.439
H -23.209 -13.481 -8.466
C -10.351 -7.759 -5.887
C -9.345 -8.884 -5.515
C -8.802 -8.679 -4.082
O -7.758 -9.572 -3.720
C -7.171 -9.287 -2.414
N -9.991 -10.185 -5.575
H -10.985 -7.561 -5.023
H -10.931 -8.096 -6.747
H -10.057 -6.756 -6.196
H -8.497 -8.891 -6.199
H -9.560 -8.829 -3.314
H -8.462 -7.663 -3.880
H -6.628 -8.342 -2.384
H -6.489 -10.091 -2.139
H -7.971 -9.221 -1.676
H -10.535 -10.306 -6.418
H -9.286 -10.906 -5.523
C -17.596 -8.684 -15.048
C -18.168 -10.141 -15.021
C -18.219 -10.698 -16.515
O -19.295 -10.040 -17.199
C -20.592 -10.522 -17.046
N -17.326 -10.936 -14.084
H -17.356 -8.351 -14.038
H -18.302 -8.015 -15.540
H -16.690 -8.756 -15.651
H -19.193 -10.173 -14.651
H -18.324 -11.783 -16.551
H -17.323 -10.378 -17.046
H -21.117 -10.388 -17.991
H -21.045 -10.100 -16.148
H -20.602 -11.582 -16.795
H -17.354 -10.630 -13.122
H -16.329 -10.835 -14.214
C -16.223 -4.801 -2.504
C -15.167 -3.863 -1.935
C -15.848 -2.734 -1.079
O -16.650 -1.862 -1.848
C -17.391 -0.904 -1.082
N -14.230 -4.575 -1.149
H -16.838 -5.161 -1.679
H -15.770 -5.552 -3.151
H -17.060 -4.317 -3.006
H -14.574 -3.398 -2.723
H -15.020 -2.249 -0.563
H -16.441 -3.169 -0.274
H -17.917 -0.192 -1.718
H -16.640 -0.171 -0.787
H -17.973 -1.352 -0.277
H -13.708 -5.068 -1.859
H -13.587 -3.862 -0.835
C -9.464 -9.979 -12.311
C -10.930 -9.597 -12.706
O -11.427 -10.675 -13.459
H -9.075 -9.154 -11.716
H -8.715 -9.873 -13.096
H -9.319 -10.917 -11.775
H -11.047 -8.615 -13.163
H -11.448 -9.365 -11.775
H -10.991 -10.640 -14.314

---

(2)
47
Properties=species:S:1:pos:R:3 method="wB97M-V/def2-TZVPD" charge=-2 largest_force_ha_per_bohr=0.12007 spin_multiplicity=2 s_squared=0.76 e_tot_ha=-3958.1295
Cu -0.345 -0.533 1.548
S -1.684 2.332 3.813
O -2.900 3.164 3.920
O -2.043 0.910 3.896
O -1.051 2.339 2.487
O -0.666 2.583 4.844
S -0.014 -4.160 2.597
O -1.352 -4.697 2.808
O -0.008 -3.503 1.302
O 0.197 -3.018 3.438
O 0.956 -5.241 2.653
O -3.581 -1.533 -0.370
C -4.365 -2.391 -0.816
O -4.396 -2.635 -2.098
C -5.332 -3.811 -2.346
C -5.622 -4.359 -0.978
C -5.299 -3.247 -0.015
H -4.893 -4.578 -2.985
H -6.290 -3.451 -2.720
H -5.096 -5.291 -0.770
H -6.691 -4.565 -0.938
H -4.897 -3.529 0.958
H -6.216 -2.699 0.203
O 3.178 1.062 2.378
C 4.177 1.782 2.580
O 5.302 1.495 1.916
C 6.327 2.442 2.266
C 5.752 3.183 3.525
C 4.231 3.036 3.426
H 6.269 3.103 1.402
H 7.270 1.906 2.380
H 6.023 4.234 3.629
H 6.094 2.680 4.430
H 3.794 3.838 2.831
H 3.728 3.091 4.392
O 0.818 0.566 -2.212
C 1.000 1.156 -3.260
O 1.987 0.862 -4.138
C 1.741 1.444 -5.465
C 0.338 2.016 -5.438
C 0.036 2.036 -3.934
H 1.762 0.737 -6.294
H 2.496 2.177 -5.749
H -0.355 1.358 -5.962
H 0.297 3.014 -5.874
H -0.969 1.676 -3.711
H 0.295 3.023 -3.551